No. 1
The following is a quantum chemistry calculation of a gas-phase ion, C7H12NO2 (charge +1) at a distorted geometry, from OMol25.

Last column: natural (NBO) charge in e.
Geometry (Å):
O 0.615 -1.040 1.415  -0.462
O -1.169 -1.157 2.688  -0.468
N -1.150 0.202 0.763  -0.461
C 1.180 -0.494 0.268  -0.041
C 0.193 -0.261 -0.815  0.490
C -0.608 -0.690 1.782  0.870
C -2.245 0.768 0.689  0.123
C 2.023 0.754 0.884  -0.601
C 0.234 0.998 -1.591  -0.732
C -0.591 -1.415 -1.187  -0.737
H 0.470 1.811 -0.967  0.258
H -0.074 -1.980 -1.946  0.296
H -0.681 -2.064 -0.365  0.250
H -2.403 1.537 -0.030  0.199
H 1.536 0.897 1.791  0.220
H -3.116 0.661 1.354  0.223
H 0.973 0.984 -2.424  0.303
H 2.019 -1.280 0.131  0.282
H 2.057 1.651 0.298  0.221
H -1.605 -1.293 -1.608  0.266
H -0.609 1.168 -2.213  0.259
H 2.954 0.244 1.083  0.241

Atomic forces in eV per Å
-0.9 -1.3 0.9
-1.1 -0.1 1.7
2.8 -0.7 -0.8
4.0 1.0 1.2
-1.3 1.6 1.1
-0.3 -0.1 -1.9
-2.1 0.8 1.1
-0.7 -2.4 -2.0
0.9 -1.1 -1.3
-1.2 -0.6 -1.4
0.2 1.0 0.6
0.6 -0.2 -0.5
-0.1 -1.0 1.0
0.0 0.3 -1.2
-0.6 0.8 1.6
0.6 -0.4 0.3
0.3 -0.4 0.8
-1.6 1.1 -1.2
0.5 0.2 -0.3
0.6 0.6 0.2
-1.4 0.1 0.0
0.6 0.8 0.1

**Kohn-Sham gap**: 9.54 eV
**2S+1**: 1
**Charge**: +1


No. 2
The following is a quantum chemistry calculation of 2 unconnected molecules or ions with the total composition C7H12NO6P at a distorted geometry, from OMol25.

Last column: natural (NBO) charge in e.
Geometry (Å):
P -3.074 -0.806 -0.178  2.307
O -2.263 -2.236 -0.355  -1.036
O 3.069 -0.321 -1.556  -0.746
O -3.557 -0.327 -1.546  -1.185
O 2.577 -2.267 -0.555  -0.746
O 1.718 -1.832 1.880  -0.763
O -4.043 -1.074 0.931  -1.179
N 0.031 -0.661 -0.523  -0.277
C -0.705 2.456 0.519  -0.523
C 2.431 -1.089 -0.832  0.803
C -1.518 1.469 0.145  -0.298
C 1.240 -0.215 0.015  -0.229
C 1.487 -0.489 1.557  -0.062
C -0.169 -0.267 -1.869  -0.502
C -1.587 0.073 0.548  -0.465
H 0.643 0.050 2.062  0.161
H 2.412 0.036 1.891  0.133
H -2.146 1.573 -0.765  0.207
H -0.274 0.840 -1.920  0.212
H 0.692 -0.610 -2.525  0.208
H -0.115 2.204 1.384  0.178
H -1.412 -1.986 -0.822  0.492
H -1.305 -0.181 1.523  0.189
H -1.117 -0.534 -2.245  0.227
H 2.179 -2.124 1.058  0.495
H -0.689 3.362 -0.131  0.184
H 1.545 0.823 -0.175  0.216

Atomic forces in eV per Å
0.3 -1.3 0.0
0.8 0.3 -1.2
0.3 -0.2 -0.7
1.0 0.1 1.5
0.1 -1.7 0.3
-0.7 0.0 0.1
-0.2 0.5 -0.1
1.6 0.0 -0.2
0.3 1.2 -0.1
0.0 3.0 0.6
-1.9 -3.1 -1.6
1.8 -1.6 0.7
-0.1 1.5 -0.7
1.6 1.1 -0.8
-3.8 3.6 -1.0
0.5 -1.2 0.2
-0.4 0.4 -0.6
0.4 0.4 0.5
0.7 -0.3 -0.1
-1.0 0.5 0.5
0.7 0.9 0.1
-1.3 -0.7 1.0
0.6 -0.8 1.1
-1.1 -1.0 -0.4
-0.3 -0.7 0.2
0.4 -0.5 1.2
-0.4 -0.3 -0.4

**Kohn-Sham gap (alpha / beta)**: 5.37 / 6.90 eV
**2S+1**: 3
**Charge**: -2


No. 3
The following is a quantum chemistry calculation of 2 unconnected molecules or ions with the total composition C7H12NP at a distorted geometry, from OMol25.

Last column: natural (NBO) charge in e.
Geometry (Å):
P 0.230 -0.447 -1.109  0.941
N 0.388 1.266 -1.284  -1.141
C -3.200 0.402 0.963  -0.404
C 1.953 -0.680 -1.681  -0.498
C 2.956 -0.535 0.610  -0.245
C 1.772 -0.359 1.268  -0.115
C 2.966 -0.743 -0.832  -0.223
C 0.449 -0.802 0.667  -0.800
C -4.416 0.344 0.625  -0.378
H 1.683 -0.112 2.278  0.197
H -2.772 0.717 1.968  0.199
H 3.841 -0.186 0.978  0.205
H -0.469 1.632 -1.666  0.375
H 0.306 -1.876 0.890  0.259
H -0.293 -0.216 1.256  0.243
H -5.348 0.588 1.291  0.193
H 2.157 -0.387 -2.759  0.220
H 1.136 1.506 -2.031  0.388
H 3.912 -0.427 -1.238  0.200
H -4.801 0.106 -0.424  0.198
H -2.450 0.209 0.230  0.188

Atomic forces in eV per Å
0.2 -0.6 -1.1
1.2 0.8 -1.6
4.3 0.8 2.3
-0.9 0.2 -1.1
-4.3 0.1 -0.2
1.1 -2.0 -2.1
1.0 1.2 0.0
0.8 1.1 1.4
-7.0 0.2 -1.2
0.4 0.8 1.5
-1.0 -0.5 -1.2
2.2 0.5 1.4
-0.3 0.3 0.0
-0.2 0.4 -0.4
0.0 -0.7 -0.6
2.1 -0.5 -0.9
-0.3 -0.8 1.3
-1.5 -0.5 1.9
0.6 -0.7 -0.4
1.0 0.2 1.4
0.5 -0.2 -0.4

**Kohn-Sham gap**: 8.85 eV
**2S+1**: 1


No. 4
The following is a quantum chemistry calculation of 2 unconnected molecules or ions with the total composition C7H12O at a distorted geometry, from OMol25.

Last column: natural (NBO) charge in e.
Geometry (Å):
O 4.186 1.096 -0.448  -1.311
C -0.095 -0.174 0.897  -0.242
C -0.889 -0.135 -1.607  -0.465
C -1.055 -0.346 -0.223  -0.044
C 1.180 0.445 0.558  -0.326
C 2.225 0.494 1.404  -0.353
C -2.365 -0.647 0.344  -0.469
C -3.556 -0.615 -0.593  -0.620
H -0.840 -0.957 -2.404  0.203
H -0.489 0.806 -1.931  0.206
H 3.916 0.219 -0.762  0.389
H -3.474 0.292 -1.201  0.211
H 3.185 1.044 1.053  0.323
H -1.680 -1.556 0.421  0.282
H 1.425 0.510 -0.564  0.236
H -3.411 -1.484 -1.229  0.208
H -2.487 -0.208 1.351  0.225
H 2.153 0.174 2.567  0.136
H 0.007 -1.085 1.614  0.208
H -4.462 -0.650 -0.013  0.204

Atomic forces in eV per Å
0.2 -0.1 -0.2
1.2 -1.2 -2.9
0.8 -0.7 -1.5
1.6 3.0 2.4
0.5 -1.9 -0.8
0.9 1.2 2.4
0.0 -1.7 0.7
1.4 -0.5 0.4
-0.9 1.2 1.4
0.9 0.1 -0.1
0.1 0.2 0.1
-0.3 -0.1 0.0
-1.0 -1.3 0.0
-2.7 -1.6 1.0
-0.4 0.9 1.8
-0.7 0.0 -0.4
0.0 -0.3 -0.8
-0.2 0.6 -2.7
-0.9 2.2 -0.6
-0.5 -0.1 -0.1

**Kohn-Sham gap (alpha / beta)**: 5.72 / 5.12 eV
**2S+1**: 2
**Charge**: -1


No. 5
The following is a quantum chemistry calculation of 2 unconnected molecules or ions with the total composition C7H12O at a distorted geometry, from OMol25.

Last column: natural (NBO) charge in e.
Geometry (Å):
O -2.557 0.750 1.069  -0.928
C 0.212 -0.922 -0.121  -0.030
C -0.129 -2.242 0.569  -0.632
C 0.174 -0.984 -1.583  -0.228
C -0.299 -0.036 -2.387  -0.357
C 0.458 0.107 0.715  -0.221
C 1.497 2.303 1.162  -0.376
C 1.049 1.400 0.310  -0.226
H 2.002 3.217 0.874  0.205
H -1.052 -2.089 1.135  0.220
H -1.889 1.392 0.800  0.467
H -0.514 0.960 -2.043  0.184
H 0.401 0.017 1.796  0.209
H -0.389 0.020 -3.470  0.207
H -2.194 -0.026 0.623  0.466
H 1.296 2.194 2.224  0.190
H 0.471 -1.922 -2.038  0.210
H 0.602 -2.590 1.298  0.224
H -0.283 -3.025 -0.174  0.212
H 1.143 1.478 -0.759  0.204

Atomic forces in eV per Å
0.3 -0.1 -0.3
0.1 -0.6 1.6
-0.5 0.1 -0.2
-0.1 0.4 -0.7
0.3 1.2 -0.4
0.9 1.0 -0.8
-0.2 0.6 0.5
-0.6 -1.2 -0.5
-0.1 -0.1 -0.2
-0.1 -0.3 -0.1
-0.1 0.3 0.2
-0.4 0.1 0.8
-0.2 -0.5 -0.1
0.3 -1.1 0.1
-0.3 -0.2 0.1
0.2 -0.1 0.0
0.0 -0.2 0.1
0.2 0.2 -0.2
-0.1 -0.1 0.2
0.4 0.4 -0.2

**Kohn-Sham gap**: 8.86 eV
**2S+1**: 1


No. 6
The following is a quantum chemistry calculation of C7H12O in the gas phase at a distorted geometry, from OMol25.

Last column: natural (NBO) charge in e.
Geometry (Å):
O 1.838 0.188 -0.384  -0.527
C 0.279 -1.470 0.053  -0.418
C -1.743 0.093 0.602  -0.424
C 0.626 0.678 -0.040  0.336
C 0.628 2.196 0.029  -0.696
C -2.685 -0.234 -0.588  -0.591
C 1.794 -1.241 0.136  -0.055
C -0.350 -0.216 0.165  -0.205
H -2.725 -1.241 -0.900  0.213
H -0.164 2.658 0.917  0.257
H -3.643 0.441 0.049  0.202
H -2.035 -0.849 1.283  0.197
H 2.097 -1.169 1.266  0.176
H -2.033 0.902 1.422  0.240
H -2.399 0.363 -1.512  0.200
H 2.331 -1.934 -0.509  0.202
H 1.866 2.463 0.350  0.241
H 0.539 2.319 -1.235  0.253
H 0.280 -1.995 -1.021  0.181
H -0.126 -2.292 0.815  0.215

Atomic forces in eV per Å
0.9 -2.1 0.4
0.7 -6.7 -1.2
-0.7 -3.9 2.2
-0.7 1.7 1.0
1.9 0.1 -0.4
-2.0 6.3 1.9
-1.0 2.1 1.9
0.4 4.0 1.4
-0.6 -1.2 0.4
2.2 -1.2 -3.4
1.5 -2.8 -3.0
0.7 1.7 -0.9
0.0 -0.3 -2.1
1.0 -0.9 -2.6
-0.5 -0.4 1.2
0.4 0.4 0.4
-4.0 -0.4 -1.0
-0.2 1.1 3.7
-1.1 0.9 1.8
0.9 1.6 -1.5

**Kohn-Sham gap**: 8.66 eV
**2S+1**: 1


No. 7
The following is a quantum chemistry calculation of C7H12O in the gas phase at a distorted geometry, from OMol25.

Last column: natural (NBO) charge in e.
Geometry (Å):
O 1.766 -0.390 1.844  -0.582
C 1.404 -1.032 -0.866  -0.499
C -0.451 -0.091 0.419  -0.158
C -1.406 1.067 0.603  -0.622
C 0.138 0.837 -1.854  -0.655
C -0.827 -1.309 1.229  -0.615
C 0.251 -0.256 -0.829  0.124
C 1.355 0.218 0.896  0.441
H 1.615 1.219 0.545  0.152
H 0.656 0.561 -2.771  0.228
H -0.905 1.056 -2.083  0.228
H -2.368 0.874 0.116  0.211
H -0.256 -2.195 0.960  0.219
H -1.888 -1.530 1.089  0.211
H -1.597 1.209 1.668  0.224
H 1.525 -1.917 -0.260  0.225
H 2.054 -0.967 -1.727  0.209
H -1.020 2.008 0.212  0.210
H 0.590 1.764 -1.481  0.221
H -0.634 -1.125 2.289  0.228

Atomic forces in eV per Å
0.4 0.0 -0.6
-1.1 -0.2 -1.0
1.6 0.1 1.1
0.1 -0.1 0.0
0.0 -0.1 0.0
0.0 0.1 0.0
1.7 -0.2 -0.7
-3.1 0.5 1.5
0.4 -0.2 -0.5
0.0 0.0 0.0
0.0 0.0 0.0
0.0 0.0 0.0
0.0 0.0 -0.1
0.0 0.0 0.1
0.0 0.0 0.0
0.1 0.2 0.3
0.0 0.0 -0.1
0.0 0.0 0.0
0.0 0.0 0.1
-0.1 0.0 0.0

**Kohn-Sham gap**: 8.66 eV
**2S+1**: 1


No. 8
The following is a quantum chemistry calculation of C7H12O in the gas phase at a distorted geometry, from OMol25.

Last column: natural (NBO) charge in e.
Geometry (Å):
O 0.929 0.966 1.702  -0.575
C -0.386 -0.518 0.363  -0.310
C -1.480 -0.674 -0.664  -0.622
C -0.397 3.228 0.751  -0.272
C 1.109 -0.795 -0.350  -0.379
C 0.103 0.835 0.802  0.559
C 1.354 -2.298 -0.400  -0.604
C -0.683 2.010 0.304  -0.335
H -1.554 1.843 -0.311  0.207
H 1.999 -0.345 0.093  0.233
H -0.546 -1.141 1.249  0.234
H -1.324 -0.042 -1.536  0.211
H 1.059 -0.390 -1.363  0.194
H 0.587 -2.808 -0.982  0.196
H 2.314 -2.504 -0.870  0.208
H -0.991 4.090 0.489  0.196
H -2.453 -0.428 -0.240  0.218
H 1.370 -2.710 0.608  0.206
H 0.461 3.382 1.387  0.214
H -1.470 -1.702 -1.031  0.221

Atomic forces in eV per Å
-0.6 -0.1 -1.2
3.7 0.5 -0.8
0.1 0.1 0.0
0.0 -0.1 -0.3
-1.2 -1.7 -0.2
-1.9 0.9 2.3
0.1 0.1 -0.3
0.5 0.5 0.2
0.0 -0.1 -0.1
-0.7 0.2 0.5
0.4 0.0 -0.2
0.1 0.1 0.0
-0.2 0.0 -0.1
0.0 -0.1 0.0
0.1 -0.1 0.0
-0.1 0.1 0.0
-0.1 -0.2 0.0
0.0 -0.1 0.0
0.1 0.0 0.1
-0.2 0.0 0.1

**Kohn-Sham gap**: 9.78 eV
**2S+1**: 1


No. 9
The following is a quantum chemistry calculation of 2 unconnected molecules or ions with the total composition C7H12O, from OMol25.

Last column: natural (NBO) charge in e.
Geometry (Å):
O 0.929 2.744 -1.097  -0.939
C 0.883 -2.110 1.441  -0.373
C -0.122 0.160 1.217  -0.073
C -0.758 -0.036 -0.104  -0.252
C -0.407 1.256 1.932  -0.374
C -0.158 -0.599 -1.154  -0.150
C -0.782 -0.686 -2.506  -0.645
C 0.823 -0.830 1.780  -0.210
H 1.468 -0.426 2.554  0.207
H 0.230 -2.542 0.693  0.200
H -0.845 -1.718 -2.858  0.220
H -1.144 1.969 1.585  0.194
H 0.655 1.849 -0.819  0.475
H 0.083 1.451 2.874  0.201
H 0.852 -0.968 -1.012  0.208
H -0.204 -0.155 -3.263  0.227
H -1.783 -0.256 -2.485  0.212
H 1.573 -2.793 1.912  0.202
H 0.450 3.280 -0.471  0.462
H -1.742 0.410 -0.219  0.208

Atomic forces in eV per Å
-0.1 -0.8 0.0
0.0 -0.2 0.0
-0.1 0.1 0.2
0.2 0.0 0.0
0.0 -0.2 -0.2
-0.1 0.2 0.2
0.0 0.0 -0.2
-0.1 0.3 -0.2
0.1 -0.2 0.0
0.0 0.1 0.0
-0.1 0.0 0.1
0.0 0.1 0.0
0.3 0.3 -0.3
0.0 0.0 0.1
0.0 -0.1 -0.2
0.1 0.1 0.1
0.0 -0.1 -0.1
0.1 0.0 0.1
-0.2 0.6 0.3
0.0 -0.1 -0.1

**Kohn-Sham gap**: 9.48 eV
**2S+1**: 1


No. 10
The following is a quantum chemistry calculation of C7H12O in the gas phase at a distorted geometry, from OMol25.

Last column: natural (NBO) charge in e.
Geometry (Å):
O -1.565 1.006 -0.632  -0.724
C 2.140 0.493 -0.103  -0.408
C -0.656 -1.539 -0.910  -0.304
C -0.670 -2.085 0.498  -0.640
C -0.320 1.770 1.267  -0.639
C 0.385 -0.759 -1.365  -0.141
C -0.375 1.475 -0.227  0.149
C 0.931 0.304 -0.597  -0.059
H 2.407 1.385 0.446  0.200
H -0.152 -1.414 1.182  0.220
H -0.043 2.325 -0.838  0.172
H 0.658 2.130 1.577  0.205
H -1.698 -2.214 0.843  0.216
H 2.907 -0.263 -0.196  0.201
H -1.104 -2.204 -1.642  0.217
H 0.477 -0.634 -2.439  0.218
H -1.510 -0.133 -0.737  0.464
H -0.569 0.878 1.841  0.208
H -0.184 -3.062 0.539  0.225
H -1.058 2.543 1.492  0.219

Atomic forces in eV per Å
-1.0 -3.0 -0.4
0.1 -0.1 0.0
2.3 -1.1 -0.4
-0.6 0.6 0.2
-0.1 0.1 -0.3
-1.9 -0.4 -0.3
2.6 -1.2 -0.2
-1.2 1.6 1.3
0.0 0.1 0.1
0.0 0.0 0.1
-0.2 0.0 0.1
0.1 0.0 0.0
0.0 0.0 0.2
0.1 0.0 -0.2
-0.2 0.2 -0.1
0.0 -0.1 -0.2
0.1 3.4 0.2
0.0 0.0 0.0
0.0 0.0 -0.1
0.0 0.0 0.0

**Kohn-Sham gap**: 9.93 eV
**2S+1**: 1


No. 11
The following is a quantum chemistry calculation of a molecular structure, C7H12O at a distorted geometry, from OMol25.

Last column: natural (NBO) charge in e.
Geometry (Å):
O 0.990 -1.386 -0.086  -0.524
C 1.192 -0.013 -0.267  0.016
C -0.369 -1.640 -0.097  -0.055
C -0.238 1.950 -0.247  -0.642
C -2.492 0.007 0.253  -0.581
C 2.331 0.490 0.455  -0.591
C -1.155 -0.322 0.112  -0.156
C -0.159 0.539 -0.105  0.018
H -3.247 0.586 1.595  0.213
H -0.347 2.287 -1.359  0.237
H -2.928 -1.074 -0.223  0.234
H -1.321 2.264 0.090  0.225
H 1.665 -0.045 -1.260  0.173
H 3.144 0.228 -0.244  0.231
H 0.462 2.460 0.351  0.217
H 2.171 -0.177 1.453  0.229
H -0.790 -2.110 -1.161  0.150
H 1.913 1.799 0.708  0.198
H -0.409 -2.280 0.761  0.195
H -2.895 1.077 -0.645  0.212

Atomic forces in eV per Å
0.2 -0.7 0.5
-0.7 -1.6 -3.5
-2.5 -1.6 -1.1
-5.3 2.5 -1.7
-6.9 1.1 -1.9
-1.6 2.1 4.3
5.9 0.3 0.1
0.6 0.6 -0.1
2.4 -2.0 -3.5
1.1 -0.5 1.7
-0.4 3.2 1.7
2.1 -0.2 -0.1
-1.5 1.0 -1.2
0.6 1.0 1.6
0.7 1.1 0.2
1.5 2.0 -1.7
1.1 0.7 2.6
2.7 -4.2 -0.7
-1.3 -1.2 0.0
1.2 -3.5 2.8

**Kohn-Sham gap**: 8.73 eV
**2S+1**: 1


No. 12
The following is a quantum chemistry calculation of C7H12O in the gas phase at a distorted geometry, from OMol25.

Last column: natural (NBO) charge in e.
Geometry (Å):
O -3.240 -0.028 -0.367  -0.784
C 2.531 -0.699 0.263  -0.425
C 0.570 1.914 0.069  -0.629
C 1.846 0.132 -0.510  -0.209
C 0.404 0.403 -0.202  -0.056
C -0.735 -0.271 -0.062  -0.004
C -0.538 -1.855 -0.139  -0.651
C -2.069 0.347 0.558  -0.070
H -2.489 -0.174 1.324  0.207
H -0.473 -2.109 0.955  0.206
H 2.091 -1.512 1.003  0.209
H -0.312 2.308 0.459  0.202
H -3.243 0.183 -1.313  0.474
H 1.516 2.131 0.733  0.231
H -1.968 1.516 0.545  0.186
H 0.743 -1.877 -0.279  0.234
H 2.354 0.795 -1.280  0.231
H 3.582 -1.141 -0.087  0.209
H 0.632 2.405 -0.995  0.213
H -1.202 -2.467 -0.675  0.225

Atomic forces in eV per Å
0.4 0.2 0.8
2.3 -4.2 -0.4
1.2 0.3 -1.7
-0.4 -1.1 -0.3
1.3 3.4 0.3
-0.4 -2.1 1.1
4.7 3.1 2.7
1.0 1.8 -6.8
-0.2 -0.8 3.1
-0.8 -0.3 -0.9
0.5 2.4 -1.3
-1.1 1.0 1.1
0.9 0.4 0.6
-2.0 -0.2 -1.4
-0.5 -2.5 0.7
-4.2 -0.8 -0.8
-0.8 -1.1 1.0
-1.9 1.8 1.0
0.5 -0.6 2.0
-0.5 -0.6 -0.9

**Kohn-Sham gap**: 9.93 eV
**2S+1**: 1